# 1
# CH2BrI

A 2-piece molecular cluster, CH2BrI overall (ωB97M-V/def2-TZVPD, the Open Molecules 2025 dataset).

Atoms and positions in Å:
C1 0.700 0.384 0.336
Br1 0.897 -1.092 -0.751
I1 -3.201 -1.030 -0.683
H1 1.276 0.328 1.286
H2 0.328 1.410 -0.187

Calculated values
E_LUMO (spin up / spin down) = -0.3 / -3.2 eV
total energy = -79209.5890 eV
largest force on an atom = 3.4 eV/Å
HOMO level (spin up / spin down) = -10.22 / -8.62 eV
HOMO-LUMO gap (spin up / spin down) = 9.88 / 5.45 eV

***

# 2
# CH2BrI

A 2-piece molecular cluster, CH2BrI overall (ωB97M-V/def2-TZVPD, the Open Molecules 2025 dataset).

Atoms and positions in Å:
C1 -0.552 -0.250 -0.085
Br1 -2.356 -0.246 0.061
I1 0.799 -3.046 -0.823
H1 -0.187 -0.404 0.931
H2 -0.143 0.543 -0.738

Calculated values
E_LUMO (spin up / spin down) = -1.3 / -2.6 eV
total energy = -79210.1379 eV
largest force on an atom = 1.4 eV/Å
HOMO level (spin up / spin down) = -9.73 / -9.32 eV
HOMO-LUMO gap (spin up / spin down) = 8.44 / 6.67 eV

***

Energy relative to the best compared isomer or geometry (same formula, charge and spin) list, top to bottom, in kJ/mol: 231.2, 178.3